(1)
106
Properties=species:S:1:pos:R:3:lowdin_charge:R:1 method="wB97M-V/def2-TZVPD" lumo_ha=0.082 charge=-1
Mg -0.193 -0.127 -0.895 0.5168
C -2.179 3.961 -7.254 -0.1162
C -0.925 4.109 -6.672 -0.0969
C -0.609 3.414 -5.509 -0.0352
C -1.528 2.556 -4.906 -0.2373
C -2.782 2.421 -5.501 -0.0391
C -3.108 3.113 -6.662 -0.0963
C -1.176 1.799 -3.658 -0.1127
C -0.557 0.588 -3.844 -0.2506
C -0.305 0.006 -5.168 -0.0036
C 0.271 -1.191 -4.987 -0.0133
C 0.416 -1.404 -3.548 -0.2479
C 0.977 -2.507 -2.979 -0.0904
C 1.626 -3.515 -3.873 -0.2031
C 2.686 -3.166 -4.712 -0.0457
C 3.291 -4.107 -5.540 -0.0978
C 2.852 -5.423 -5.537 -0.1170
C 1.806 -5.790 -4.696 -0.0960
C 1.207 -4.848 -3.871 -0.0343
C 1.079 -2.778 -1.548 -0.2681
N 0.369 -2.139 -0.553 0.0467
C 0.827 -2.634 0.640 -0.2509
C 0.398 -2.092 1.992 -0.0785
C -0.092 -3.094 3.046 -0.1130
C 0.525 -4.341 3.212 -0.0423
C 0.142 -5.235 4.201 -0.0895
C -0.891 -4.929 5.074 -0.1088
C -1.550 -3.723 4.906 -0.0880
C -1.163 -2.832 3.907 -0.0223
C -0.088 -0.658 2.052 -0.2757
C -1.292 0.717 3.890 -0.0902
C -1.561 1.958 3.461 -0.0254
C -1.778 1.991 2.040 -0.1665
N -1.666 0.579 1.615 -0.1407
C -1.929 3.003 1.129 -0.0902
C -1.873 2.950 -0.292 -0.2496
C -2.441 4.002 -1.070 -0.0529
C -2.262 3.673 -2.382 -0.0388
C -1.558 2.421 -2.408 -0.2429
N -1.323 1.976 -1.147 0.0770
C -2.199 4.337 1.755 -0.1993
C -1.351 5.418 1.524 -0.0269
C -1.601 6.654 2.105 -0.0844
C -2.709 6.831 2.926 -0.1048
C -3.560 5.759 3.166 -0.0902
C -3.301 4.522 2.588 -0.0425
C 1.873 -3.537 0.403 -0.0730
C 2.014 -3.648 -0.983 -0.0546
N -0.116 -0.289 -2.878 0.0300
H -2.428 4.499 -8.162 0.0893
H -0.193 4.770 -7.124 0.0925
H 0.368 3.531 -5.052 0.1179
H -3.506 1.759 -5.037 0.1207
H -4.090 2.990 -7.109 0.0931
H -0.567 0.469 -6.107 0.1045
H 0.554 -1.901 -5.750 0.1048
H 3.034 -2.138 -4.705 0.1169
H 4.112 -3.811 -6.182 0.0928
H 3.322 -6.159 -6.179 0.0890
H 1.456 -6.816 -4.686 0.0932
H 0.396 -5.134 -3.210 0.1202
H 1.315 -4.636 2.554 0.0812
H 0.660 -6.184 4.284 0.0978
H -1.185 -5.622 5.855 0.0937
H -2.382 -3.462 5.549 0.0951
H -1.740 -1.927 3.790 0.0854
H -1.117 0.350 4.890 0.1143
H -1.622 2.834 4.092 0.1173
H -2.962 4.864 -0.680 0.1026
H -2.578 4.237 -3.247 0.0958
H -0.491 5.277 0.878 0.1257
H -0.930 7.484 1.913 0.0985
H -2.910 7.799 3.370 0.0935
H -4.432 5.888 3.798 0.0959
H -3.971 3.687 2.763 0.1143
H 2.523 -4.008 1.121 0.0836
H 2.732 -4.254 -1.517 0.0967
N -3.993 0.373 1.718 0.1371
C -2.931 0.019 0.994 -0.7712
S -2.904 -0.895 -0.339 0.8303
N -1.319 -0.225 2.814 0.0722
N -0.445 0.216 0.977 -0.0019
C 1.335 -0.871 2.495 -0.1128
C 1.749 -0.695 3.933 -0.1681
C 2.251 -1.742 4.705 -0.0269
C 2.663 -1.532 6.015 -0.0791
C 2.596 -0.262 6.573 -0.1016
C 2.134 0.798 5.804 -0.0829
C 1.720 0.581 4.495 -0.0371
C 2.417 -0.519 1.483 -0.1628
C 3.752 -0.740 1.818 -0.0018
C 4.738 -0.581 0.861 -0.0657
C 4.386 -0.185 -0.418 -0.0628
C 3.049 0.062 -0.666 -0.1027
N 2.085 -0.084 0.250 0.1207
H -4.853 -0.101 1.508 0.1038
H -3.857 0.751 2.647 0.1062
H 2.314 -2.734 4.276 0.1121
H 3.040 -2.363 6.601 0.0995
H 2.914 -0.098 7.597 0.0947
H 2.097 1.798 6.220 0.0990
H 1.373 1.411 3.891 0.1200
H 4.011 -1.058 2.818 0.1087
H 5.774 -0.783 1.110 0.1024
H 5.124 -0.072 -1.203 0.1005
H 2.722 0.393 -1.650 0.1165

---

(2)
56
Properties=species:S:1:pos:R:3:lowdin_charge:R:1 method="wB97M-V/def2-TZVPD" lumo_ha=-0.064
C -0.782 0.487 1.635 -0.0232
C -0.602 -0.931 2.161 -0.3313
O -0.874 -0.810 3.602 -0.2127
S -0.662 -2.149 4.419 0.6142
O -1.041 -1.877 5.767 -0.2624
O -1.280 -3.244 3.738 -0.2648
C 1.113 -2.293 4.305 -0.1902
C 1.655 -1.411 3.180 -0.1646
C 0.820 -1.471 1.896 -0.2732
C 0.877 -2.875 1.278 -0.1809
C 0.597 -2.952 -0.219 -0.2553
C -0.766 -2.497 -0.696 -0.5655
Cl -2.069 -3.519 0.000 0.5869
H 0.083 1.083 1.912 0.0746
H -0.940 0.488 0.560 0.0820
H -1.644 0.925 2.134 0.0916
H -1.366 -1.588 1.754 0.0996
H 1.459 -1.955 5.278 0.1049
H 1.320 -3.348 4.150 0.1084
H 2.659 -1.756 2.929 0.1201
H 1.718 -0.382 3.531 0.1215
H 1.313 -0.796 1.192 0.1448
H 1.902 -3.236 1.404 0.1194
H 0.240 -3.581 1.810 0.0981
H 0.701 -3.996 -0.523 0.1101
H 1.346 -2.388 -0.782 0.1171
H -0.856 -2.574 -1.774 0.0374
H -0.995 -1.467 -0.431 0.0524
C 1.202 6.565 1.102 0.0747
C 0.353 5.532 1.015 -0.2351
C 0.266 4.474 2.085 -0.3057
O -0.544 3.580 1.919 0.0963
C 1.145 4.573 3.233 0.0759
C 1.996 5.605 3.320 -0.2365
C 2.070 6.675 2.259 -0.3135
O 2.865 7.578 2.437 0.1090
O 2.835 5.779 4.328 0.1204
O -0.476 5.348 -0.002 0.1189
H 1.270 7.330 0.341 0.1360
H 1.082 3.803 3.990 0.1364
H 3.323 6.603 4.137 0.1208
H -0.975 4.534 0.199 0.1193
C -0.522 -2.002 -7.165 0.0762
C -0.076 -1.679 -5.945 -0.2345
C -0.982 -1.656 -4.741 -0.3043
O -0.477 -1.365 -3.669 0.0834
C -2.382 -1.975 -4.917 0.0775
C -2.832 -2.297 -6.139 -0.2335
C -1.922 -2.340 -7.342 -0.3114
O -2.422 -2.657 -8.404 0.1122
O -4.092 -2.602 -6.397 0.1253
O 1.184 -1.356 -5.687 0.1185
H 0.120 -2.023 -8.034 0.1367
H -3.025 -1.945 -4.048 0.1382
H -4.136 -2.797 -7.353 0.1224
H 1.227 -1.173 -4.730 0.1175

---

(3)
10
Properties=species:S:1:pos:R:3:lowdin_charge:R:1 method="wB97M-V/def2-TZVPD" lumo_ha=0.032
O 1.049 1.674 -0.579 0.0476
C 1.168 0.626 -0.004 -0.2098
C 0.414 -0.932 -0.319 -0.0555
O -0.970 -0.682 -0.631 -0.0236
C -1.388 0.337 0.107 -0.3252
O -0.731 0.807 1.007 0.0538
H 1.719 0.602 0.974 0.1269
H 0.608 -1.786 -1.017 0.1284
H 0.479 -1.379 0.682 0.1027
H -2.346 0.733 -0.220 0.1548

---

(4)
57
Properties=species:S:1:pos:R:3:lowdin_charge:R:1 method="wB97M-V/def2-TZVPD" lumo_ha=-0.072
O -0.242 -3.417 -0.950 -0.0390
C -0.342 -2.111 -1.219 -0.2114
C -1.769 -1.243 -1.104 0.0262
C -2.096 -0.165 -2.122 0.0200
C -0.901 0.280 -3.203 -0.1957
O -1.174 0.682 -4.468 -0.0593
C 0.651 0.138 -2.604 -0.0329
C 1.832 1.258 -2.796 -0.0155
C 3.229 1.027 -1.909 -0.3749
P 4.305 2.565 -1.385 0.4569
O 3.181 3.851 -1.026 -0.4462
I 5.348 1.959 0.765 0.4127
C 3.678 -0.523 -1.473 -0.0660
C 2.508 -1.697 -1.322 0.0257
C 0.978 -1.233 -1.717 -0.0309
H -2.498 -1.459 -0.194 0.1212
H -3.144 0.382 -2.172 0.1278
H 1.681 2.199 -3.510 0.1180
H 2.253 3.473 -1.081 0.0479
H 4.813 -0.806 -1.246 0.0895
H 2.708 -2.795 -0.970 0.1080
C -5.995 -2.777 0.910 -0.0895
C -5.569 -1.741 1.930 -0.3403
O -5.559 -0.452 1.336 -0.1002
H -5.314 -2.775 0.052 0.0692
H -6.003 -3.778 1.351 0.0750
H -6.994 -2.553 0.524 0.0737
H -4.561 -1.956 2.297 0.1106
H -6.252 -1.729 2.785 0.0906
H -6.460 -0.267 1.021 0.0862
C 2.255 0.029 -6.759 -0.0984
C 1.524 -0.876 -7.729 -0.3287
O 0.752 -1.830 -7.015 -0.0897
H 2.910 -0.557 -6.106 0.0775
H 2.858 0.768 -7.294 0.0726
H 1.547 0.555 -6.111 0.0570
H 2.236 -1.415 -8.360 0.1120
H 0.857 -0.299 -8.377 0.1074
H 0.118 -1.341 -6.464 0.0786
C -5.311 -1.720 6.656 -0.0946
C -6.397 -2.535 5.984 -0.3212
O -5.924 -3.045 4.745 -0.1047
H -5.000 -0.890 6.013 0.0783
H -5.661 -1.316 7.610 0.0745
H -4.422 -2.334 6.837 0.0730
H -7.274 -1.913 5.785 0.1144
H -6.704 -3.375 6.615 0.1073
H -5.150 -3.602 4.934 0.0949
C 7.700 5.230 3.255 -0.0952
C 6.525 4.486 3.854 -0.3360
O 6.708 3.086 3.701 -0.1663
H 7.807 4.989 2.192 0.0755
H 7.573 6.311 3.361 0.0749
H 8.635 4.936 3.743 0.0728
H 5.597 4.766 3.349 0.1095
H 6.420 4.712 4.920 0.1078
H 7.531 2.846 4.160 0.0893

---

Number 1: HOMO level -2.621 eV. Number 2: HOMO level -9.922 eV. Number 3: HOMO level -9.867 eV. Number 4: HOMO level -8.532 eV.